# 1
{
  "formula": "C10H21ClF3O2P2Pt",
  "method": "ωB97M-V with the def2-TZVPD basis set",
  "s2": 6.018,
  "total_energy_ev": -57271.2607,
  "total_charge": 3,
  "orbital_gap_ev": [6.960, 5.786],
  "homo_ha": [-0.6712, -0.7980],
  "e_lumo_ha": [-0.4155, -0.5853],
  "multiplicity": 5,
  "elements": ["C", "C", "H", "H", "H", "O", "Cl", "Pt", "P", "C", "C", "H", "H", "H", "H", "H", "H", "C", "H", "H", "H", "P", "C", "C", "H", "H", "H", "C", "H", "H", "H", "H", "H", "H", "C", "O", "F", "C", "F", "F"],
  "positions_angstrom": [[0.4272, -0.1567, -5.4930], [0.3638, 0.1868, -4.0515], [1.4707, -0.1893, -5.8083], [-0.1012, 0.6247, -6.0558], [-0.0325, -1.1419, -5.6251], [1.2545, 0.5115, -3.2990], [-1.3161, 0.0495, -3.4459], [0.1353, 0.0215, 1.0861], [-0.1640, 2.2052, 0.5382], [1.1315, 3.1761, 1.3117], [-0.0939, 2.5543, -1.2281], [-0.2271, 3.6338, -1.4045], [-1.8798, 3.8780, 0.8101], [-0.8939, 1.9859, -1.7160], [-2.5561, 2.2191, 0.7018], [2.0958, 2.8925, 0.8785], [0.8500, 2.1944, -1.6576], [-1.7553, 2.8343, 1.1308], [0.9382, 4.2359, 1.1249], [-1.7799, 2.7770, 2.2261], [1.1244, 2.9805, 2.3879], [0.0277, -2.2325, 0.8564], [1.3959, -2.9812, 1.7540], [-1.4986, -2.9335, 1.5417], [-0.6573, -2.3384, -1.4475], [0.0435, -3.8963, -0.8857], [1.1158, -2.5139, -1.2833], [0.1450, -2.8002, -0.8569], [-2.3527, -2.4581, 1.0438], [-1.5248, -4.0183, 1.3651], [1.2998, -4.0703, 1.7232], [1.3655, -2.6429, 2.7939], [-1.5360, -2.7381, 2.6209], [2.3395, -2.6789, 1.2895], [1.9330, 0.1341, 1.6711], [3.0580, 0.2048, 1.9774], [-0.5850, 1.2677, 3.6857], [-0.8563, 0.1049, 3.0044], [-0.4903, -0.9175, 3.8487], [-2.2144, 0.0357, 2.8864]]
}

# 2
{
  "formula": "C2H10NS",
  "method": "ωB97M-V with the def2-TZVPD basis set",
  "s2": 0.753,
  "total_energy_ev": -14541.1479,
  "e_above_lowest_kcal_mol": 22.7,
  "total_charge": 2,
  "orbital_gap_ev": [12.665, 8.014],
  "homo_ha": [-0.7649, -0.7819],
  "e_lumo_ha": [-0.2995, -0.4874],
  "multiplicity": 2,
  "elements": ["N", "H", "H", "H", "H", "C", "C", "S", "H", "H", "H", "H", "H", "H"],
  "positions_angstrom": [[-0.0320, -2.0014, 1.7172], [1.0352, -1.9049, 1.7636], [-0.3547, -1.3838, 2.5466], [-0.4150, -1.4306, 0.9096], [-0.2478, -2.9612, 1.8075], [-0.4303, 1.6538, -0.3812], [0.6666, 0.9778, -1.1929], [0.2991, -0.7488, -1.6239], [-0.4216, 1.3022, 0.6413], [-1.4093, 1.6056, -0.7189], [-0.2514, 2.7257, -0.3908], [0.7095, 1.6373, -2.0968], [1.7123, 1.0108, -0.7999], [-0.8607, -0.4826, -2.1814]]
}

# 3
{
  "formula": "C14H35BBrCaClF5IN3O15P2SV",
  "method": "ωB97M-V with the def2-TZVPD basis set",
  "total_energy_ev": -228728.0094,
  "orbital_gap_ev": 1.599,
  "homo_ha": -0.2361,
  "e_lumo_ha": -0.1773,
  "elements": ["O", "P", "N", "C", "C", "C", "I", "S", "O", "O", "F", "H", "H", "H", "H", "H", "H", "H", "H", "C", "N", "O", "O", "H", "H", "H", "B", "F", "F", "F", "F", "O", "V", "O", "O", "H", "H", "O", "C", "O", "C", "C", "C", "H", "H", "H", "H", "H", "H", "Ca", "C", "O", "P", "O", "O", "C", "O", "C", "H", "H", "H", "H", "H", "H", "H", "H", "H", "Br", "Cl", "C", "O", "N", "C", "C", "H", "H", "H", "H", "H", "H", "H"],
  "positions_angstrom": [[-2.0022, -3.1150, 0.7949], [-0.8056, -2.2716, 0.6097], [0.5764, -2.7609, 1.6034], [0.9490, -4.1225, 1.0936], [2.3669, -4.6050, 1.4889], [3.5313, -3.5971, 1.2105], [3.2584, -2.3661, -0.5344], [0.2008, -2.7845, 3.2308], [1.2770, -3.3096, 4.0013], [-1.0259, -3.4263, 3.5481], [0.0942, -1.2284, 3.6064], [-0.3449, -2.4903, -0.7084], [-1.0471, -0.8765, 0.7285], [0.8322, -4.2179, 0.0023], [0.2301, -4.8448, 1.5368], [2.4304, -4.9626, 2.5304], [2.5762, -5.4870, 0.8488], [4.4266, -4.2096, 1.0067], [3.7610, -3.0269, 2.1240], [7.1735, -1.5371, 3.4466], [6.7527, -2.2243, 2.1942], [6.4002, -1.5298, 1.2725], [6.7983, -3.4455, 2.1955], [7.0808, -0.4613, 3.3013], [6.5197, -1.8776, 4.2377], [8.2391, -1.8099, 3.6506], [9.0021, 0.1727, 0.1744], [9.6119, -0.9537, -0.4070], [8.7113, -0.0952, 1.5311], [9.8881, 1.2855, 0.0977], [7.8124, 0.4807, -0.5191], [9.7365, 5.8953, 0.8231], [9.0915, 4.3576, 1.1781], [8.3526, 2.8939, 1.5999], [11.6782, 2.0645, 2.8980], [11.3044, 1.5424, 2.1717], [12.4947, 1.6074, 3.1209], [-1.0627, -2.5184, -2.6331], [-0.8890, -1.3830, -2.9353], [0.2431, -0.6733, -2.6074], [0.0937, 0.6740, -3.0177], [-0.9646, 0.6593, -4.1096], [-1.8585, -0.4933, -3.6733], [-0.2238, 1.2645, -2.1482], [1.0623, 1.0604, -3.3845], [-1.4924, 1.6085, -4.2160], [-0.4987, 0.4260, -5.0675], [-2.6385, -0.1680, -2.9814], [-2.2949, -1.0107, -4.5227], [0.6430, 2.8953, -1.8866], [-5.8436, 6.1754, 0.2446], [-4.6806, 5.4422, -0.1614], [-4.7295, 3.8601, -0.1373], [-3.4498, 3.2001, -0.3913], [-5.8745, 3.4871, -1.1822], [-5.6565, 3.8401, -2.5523], [-5.4038, 3.5378, 1.2583], [-5.7622, 2.1774, 1.5244], [-5.9560, 7.0341, -0.4146], [-6.7480, 5.5697, 0.1872], [-5.7069, 6.5233, 1.2671], [-4.6020, 4.0219, -2.7634], [-6.2303, 4.7391, -2.7807], [-6.0077, 3.0247, -3.1823], [-6.3667, 1.7715, 0.7121], [-6.3509, 2.1570, 2.4382], [-4.8675, 1.5697, 1.6594], [8.7426, -2.8438, 4.8948], [9.9637, -3.2702, 2.7027], [-6.9066, 0.5649, -2.3435], [-6.2306, 0.5324, -3.3586], [-7.6333, -0.4590, -1.8604], [-8.4128, -0.3446, -0.6433], [-7.6350, -1.7203, -2.5838], [-6.9737, 1.4716, -1.7215], [-8.0615, -1.0808, 0.0827], [-9.4645, -0.5337, -0.8675], [-8.3152, 0.6519, -0.2150], [-6.6151, -2.1013, -2.6503], [-8.0099, -1.5570, -3.5951], [-8.2636, -2.4460, -2.0735]]
}

# 4
{
  "formula": "C28H33ClN3O2OsSe2",
  "method": "ωB97M-V with the def2-TZVPD basis set",
  "total_energy_ev": -183812.2899,
  "e_above_lowest_kcal_mol": 0.0,
  "total_charge": 1,
  "orbital_gap_ev": [5.950, 5.926],
  "homo_ha": [-0.4031, -0.4030],
  "e_lumo_ha": [-0.1844, -0.1852],
  "elements": ["Os", "C", "C", "C", "C", "C", "C", "C", "C", "N", "C", "O", "C", "C", "C", "C", "C", "N", "C", "O", "N", "C", "C", "C", "C", "C", "C", "C", "C", "H", "H", "H", "H", "H", "H", "H", "H", "H", "H", "H", "H", "H", "H", "H", "H", "H", "H", "H", "H", "H", "C", "Se", "C", "C", "Se", "C", "H", "H", "H", "H", "H", "H", "H", "H", "H", "H", "Cl", "C", "H", "H"],
  "positions_angstrom": [[0.5924, 0.1486, 0.4449], [1.5611, -2.6819, -1.8857], [2.8061, -2.5145, -1.0526], [4.0320, -2.9563, -1.5410], [5.1795, -2.8821, -0.7675], [5.1111, -2.3676, 0.5164], [3.9026, -1.9221, 1.0404], [3.8361, -1.3570, 2.4418], [2.7741, -1.9982, 0.2363], [1.5284, -1.5133, 0.7998], [1.0067, -2.3233, 1.8781], [1.4201, -3.3945, 2.1862], [-0.1181, -1.6627, 2.6139], [-0.7748, -2.1401, 3.7204], [-1.7413, -1.3152, 4.2970], [-2.0206, -0.0603, 3.7521], [-1.3297, 0.3184, 2.6277], [-0.4242, -0.4838, 2.1051], [-1.4789, 1.5954, 1.8624], [-2.2534, 2.4340, 2.2108], [-0.5889, 1.6919, 0.7483], [-0.7663, 2.8767, -0.0774], [0.2527, 3.8222, -0.1646], [1.4377, 3.8661, 0.7782], [0.1125, 4.8518, -1.0896], [-1.0197, 4.9500, -1.8778], [-2.0646, 4.0604, -1.6842], [-1.9733, 3.0309, -0.7534], [-3.2066, 2.2049, -0.4498], [1.8229, -2.9914, -2.8973], [0.9828, -1.7619, -1.9580], [0.9085, -3.4496, -1.4552], [4.0775, -3.3734, -2.5404], [6.1254, -3.2277, -1.1649], [6.0048, -2.3044, 1.1281], [4.8219, -1.0329, 2.7687], [3.4843, -2.1110, 3.1503], [3.1621, -0.4990, 2.5071], [-0.5209, -3.1157, 4.1120], [-2.2727, -1.6477, 5.1795], [-2.7484, 0.6188, 4.1764], [1.2253, 4.5732, 1.5845], [2.3327, 4.2233, 0.2669], [1.6586, 2.9155, 1.2488], [0.9013, 5.5902, -1.1768], [-1.1083, 5.7434, -2.6099], [-2.9867, 4.1765, -2.2436], [-3.8830, 2.2089, -1.3034], [-3.7301, 2.6395, 0.4041], [-2.9767, 1.1649, -0.2009], [-0.8934, 0.6580, -3.8711], [-1.1571, -0.0718, -2.0903], [-1.9431, -1.7932, -2.5462], [-3.2184, -2.0146, -1.7667], [-2.8667, -1.9678, 0.1500], [-4.6557, -1.4790, 0.7365], [-0.2343, 0.0330, -4.4671], [-0.4638, 1.6484, -3.7429], [-1.8719, 0.7487, -4.3337], [-1.2126, -2.5764, -2.3552], [-2.1345, -1.7555, -3.6177], [-3.6459, -2.9854, -2.0070], [-3.9470, -1.2352, -1.9773], [-5.3062, -2.3473, 0.7410], [-5.0497, -0.7089, 0.0777], [-4.5740, -1.0769, 1.7434], [1.8171, 1.5640, -1.8978], [2.3698, 0.9077, -0.3473], [2.8140, 1.7029, 0.2322], [3.0993, 0.1313, -0.5526]]
}

# 5
{
  "formula": "C17H26N2O",
  "method": "ωB97M-V with the def2-TZVPD basis set",
  "smiles": "Cc1ccc(CN2CCN(C(=O)CC(C)C)CC2)cc1",
  "total_energy_ev": -23079.2544,
  "e_above_lowest_kcal_mol": 20.8,
  "orbital_gap_ev": 9.464,
  "homo_ha": -0.3180,
  "e_lumo_ha": 0.0298,
  "elements": ["C", "C", "C", "C", "C", "C", "N", "C", "C", "N", "C", "O", "C", "C", "C", "C", "C", "C", "C", "C", "H", "H", "H", "H", "H", "H", "H", "H", "H", "H", "H", "H", "H", "H", "H", "H", "H", "H", "H", "H", "H", "H", "H", "H", "H", "H"],
  "positions_angstrom": [[5.2545, 2.5795, 0.5029], [4.3210, 1.4805, 0.0940], [2.9484, 1.7041, 0.0566], [2.0765, 0.7049, -0.3267], [2.5554, -0.5527, -0.6763], [1.5964, -1.6320, -1.1051], [0.3624, -1.5553, -0.3538], [-0.7227, -2.3115, -0.9421], [-1.9282, -2.2737, 0.0190], [-1.8152, -1.1333, 0.8936], [-2.3257, 0.1059, 0.6587], [-2.0049, 1.0594, 1.3412], [-3.3405, 0.2097, -0.4681], [-3.9658, 1.6060, -0.5535], [-4.6806, 1.7826, -1.8907], [-4.9319, 1.8322, 0.6056], [-0.6898, -1.2600, 1.8014], [0.5076, -1.8712, 1.0529], [3.9220, -0.7818, -0.6355], [4.7943, 0.2251, -0.2585], [6.2779, 2.2186, 0.5698], [4.9629, 2.9869, 1.4698], [5.2209, 3.3918, -0.2228], [2.5612, 2.6746, 0.3321], [1.0126, 0.8847, -0.3442], [1.3463, -1.4815, -2.1621], [2.0773, -2.6242, -1.0173], [-0.4438, -3.3638, -1.1407], [-0.9761, -1.8435, -1.8983], [-2.8636, -2.2588, -0.5360], [-1.9279, -3.1670, 0.6530], [-2.8246, -0.0166, -1.4047], [-4.1294, -0.5313, -0.3207], [-3.1593, 2.3414, -0.4772], [-5.4758, 1.0467, -1.9978], [-3.9880, 1.6647, -2.7217], [-5.1232, 2.7737, -1.9546], [-5.3565, 2.8321, 0.5560], [-4.4071, 1.7283, 1.5509], [-5.7468, 1.1103, 0.5725], [-0.4564, -0.2550, 2.1561], [-0.9729, -1.8837, 2.6566], [0.5584, -2.9630, 1.2185], [1.4362, -1.4318, 1.4185], [4.3113, -1.7552, -0.9013], [5.8568, 0.0274, -0.2344]]
}

# 6
{
  "formula": "AgF2V",
  "method": "ωB97M-V with the def2-TZVPD basis set",
  "s2": 6.161,
  "total_energy_ev": -35091.7863,
  "e_above_lowest_kcal_mol": 73.5,
  "total_charge": 2,
  "orbital_gap_ev": [4.914, 4.006],
  "homo_ha": [-0.6783, -0.6440],
  "e_lumo_ha": [-0.4977, -0.4968],
  "multiplicity": 5,
  "elements": ["Ag", "V", "F", "F"],
  "positions_angstrom": [[0.1947, 1.2843, 2.0690], [-1.0735, -0.6140, -2.0384], [-0.9395, -1.6798, 1.0086], [1.8184, 1.0095, -1.0392]]
}

# 7
{
  "formula": "C3H6N2OS",
  "method": "ωB97M-V with the def2-TZVPD basis set",
  "s2": 2.012,
  "total_energy_ev": -19063.8422,
  "e_above_lowest_kcal_mol": 78.0,
  "orbital_gap_ev": [8.273, 7.408],
  "homo_ha": [-0.2868, -0.3302],
  "e_lumo_ha": [0.0173, -0.0580],
  "multiplicity": 3,
  "elements": ["C", "C", "C", "N", "N", "O", "S", "H", "H", "H", "H", "H", "H"],
  "positions_angstrom": [[-1.1767, 0.9077, -0.7418], [0.2500, -1.0198, 0.7529], [-1.7008, -0.4166, -0.4289], [-0.9880, -1.1585, 0.6753], [1.7003, 1.1376, 0.8863], [2.3404, -0.7359, -0.7655], [1.2150, 0.0824, -0.3509], [-1.0267, 1.0526, -1.9394], [0.7736, -1.5826, 1.3433], [-2.8419, -0.3157, -0.0734], [-1.6586, -1.2253, -1.3363], [2.2475, 1.9007, 0.5450], [0.8659, 1.3731, 1.4332]]
}

# 8
{
  "formula": "C27H76O11",
  "method": "ωB97M-V with the def2-TZVPD basis set",
  "smiles": "CC(C)O.CC(C)O.CC(C)O.CC(C)O.CC(C)O.CCO.CCO.CCO.CCO.CCO.CCO",
  "total_energy_ev": -51750.4024,
  "e_above_lowest_kcal_mol": 71.7,
  "orbital_gap_ev": 9.956,
  "homo_ha": -0.3552,
  "e_lumo_ha": 0.0107,
  "elements": ["C", "C", "C", "O", "H", "H", "H", "H", "H", "H", "H", "H", "C", "C", "C", "O", "H", "H", "H", "H", "H", "H", "H", "H", "C", "C", "C", "O", "H", "H", "H", "H", "H", "H", "H", "H", "C", "C", "C", "O", "H", "H", "H", "H", "H", "H", "H", "H", "C", "C", "C", "O", "H", "H", "H", "H", "H", "H", "H", "H", "C", "C", "O", "H", "H", "H", "H", "H", "H", "C", "C", "O", "H", "H", "H", "H", "H", "H", "C", "C", "O", "H", "H", "H", "H", "H", "H", "C", "C", "O", "H", "H", "H", "H", "H", "H", "C", "C", "O", "H", "H", "H", "H", "H", "H", "C", "C", "O", "H", "H", "H", "H", "H", "H"],
  "positions_angstrom": [[-5.4501, -13.3100, 2.8531], [-5.3713, -14.3101, 1.7060], [-6.5758, -15.2672, 1.8385], [-5.5016, -13.5354, 0.5350], [-6.3148, -12.6693, 2.6826], [-4.5875, -12.6658, 3.0353], [-5.5850, -13.8426, 3.7963], [-4.4676, -14.9225, 1.7093], [-7.5329, -14.8576, 1.5069], [-6.8925, -15.5138, 2.8508], [-6.2826, -16.0893, 1.1839], [-4.7644, -13.6871, -0.0682], [-0.6284, -12.9098, 5.5234], [-1.1349, -14.2920, 5.1413], [-2.6448, -14.5132, 5.4097], [-1.0598, -14.3302, 3.7027], [-1.0326, -12.0544, 4.9840], [0.4619, -12.8385, 5.5008], [-0.8450, -12.7304, 6.5807], [-0.5904, -15.0839, 5.6602], [-3.2150, -13.7116, 4.9429], [-2.8452, -14.6548, 6.4695], [-2.9332, -15.4496, 4.9301], [-0.2814, -13.8351, 3.4295], [1.0908, -21.7126, 6.6759], [-0.3579, -21.3377, 6.3407], [-0.8269, -22.1150, 5.0938], [-1.1243, -21.6461, 7.4861], [1.0296, -22.8052, 6.7425], [1.4589, -21.3292, 7.6264], [1.8247, -21.5899, 5.8781], [-0.2510, -20.2744, 6.1212], [-1.8607, -21.7551, 5.1202], [-0.7927, -23.1995, 5.1734], [-0.4145, -21.6890, 4.1803], [-1.2603, -22.5942, 7.5627], [-1.8641, -15.7265, -1.5233], [-2.8090, -14.7987, -0.7238], [-2.0536, -13.8160, 0.1542], [-3.6100, -14.0532, -1.6525], [-2.1568, -16.7774, -1.4628], [-0.9628, -15.8335, -0.9135], [-1.7539, -15.3589, -2.5410], [-3.4493, -15.5013, -0.1822], [-1.2127, -13.4201, -0.4192], [-1.6383, -14.2364, 1.0700], [-2.6829, -12.9578, 0.3931], [-3.6608, -14.6483, -2.4054], [-0.0179, -23.1484, -0.8530], [-0.7908, -21.9776, -0.3149], [-2.2653, -21.9421, -0.7478], [-0.8092, -22.2011, 1.1141], [-0.4421, -24.1051, -0.5454], [1.0217, -23.0728, -0.5300], [-0.0342, -23.2346, -1.9426], [-0.3097, -21.0378, -0.5930], [-2.6543, -20.9524, -0.4985], [-2.8216, -22.6853, -0.1785], [-2.4091, -22.0306, -1.8238], [0.1036, -22.2222, 1.4193], [2.0479, -18.7969, 0.3772], [3.5025, -18.5193, 0.7156], [4.3001, -18.5980, -0.4529], [1.9710, -19.7532, -0.1400], [1.6267, -17.9758, -0.2049], [1.4785, -18.8052, 1.3090], [3.8753, -19.1618, 1.5120], [3.4963, -17.5236, 1.1727], [3.9839, -17.9213, -1.0576], [1.1733, -17.5949, 5.9495], [2.1189, -18.2007, 4.8934], [1.4178, -19.1402, 4.1108], [1.5723, -16.6536, 6.3406], [1.0632, -18.2190, 6.8348], [0.2249, -17.3012, 5.4985], [2.8534, -18.7260, 5.5048], [2.6115, -17.4260, 4.3033], [0.7162, -18.6531, 3.6596], [-5.5399, -16.6621, 4.9907], [-6.1571, -16.8699, 6.3784], [-7.4073, -16.1740, 6.4833], [-5.3396, -15.6013, 4.8436], [-6.0498, -17.1267, 4.1486], [-4.5394, -17.0936, 4.8927], [-5.4377, -16.5282, 7.1241], [-6.3177, -17.9436, 6.4919], [-7.9774, -16.6287, 7.1074], [-1.9259, -16.9836, 7.8342], [-0.7615, -17.1016, 8.7511], [-1.2628, -17.0711, 10.0927], [-1.7414, -17.1016, 6.7666], [-2.4052, -16.0090, 7.9514], [-2.7065, -17.6757, 8.1519], [0.1026, -16.4827, 8.5002], [-0.3571, -18.1197, 8.7379], [-0.8658, -17.7514, 10.6375], [-4.0302, -22.0691, 2.6193], [-3.5382, -23.4678, 3.0400], [-2.7870, -24.0651, 2.0082], [-4.3760, -21.6056, 3.5450], [-4.8113, -22.2410, 1.8799], [-3.2454, -21.4613, 2.1709], [-4.4551, -24.0413, 3.1845], [-3.0419, -23.4566, 4.0122], [-2.0002, -23.5613, 1.7603], [-1.8039, -18.8689, 2.0304], [-1.7428, -17.5608, 2.8206], [-0.4099, -17.1325, 2.9130], [-1.3880, -19.7345, 2.5502], [-1.2525, -18.7750, 1.0947], [-2.8567, -19.1374, 1.9260], [-2.0842, -17.7906, 3.8374], [-2.3786, -16.7994, 2.3612], [-0.6325, -16.2678, 3.2956]]
}